ORCA calculation (wB97M-V/def2-TZVPD) on a structure of composition C36H29AsN4O6S3Ti in a non-equilibrium geometry.

Each line ends with the Löwdin spin population.
Atoms and positions in Å:
Ti -0.4596 1.2574 1.6760  0.54
O -3.4808 2.6824 2.4219  0.00
C -2.3215 2.9249 2.1473  0.00
O -1.2569 2.5042 2.8092  0.00
C -2.0149 3.8965 0.9918  0.00
C -0.5436 4.3341 1.0451  0.00
C -0.3104 5.5348 0.1255  0.00
C -0.3912 4.8746 -1.2741  0.00
C -0.6484 3.4077 -0.9088  0.00
O 0.1011 3.2506 0.3281  0.00
C -2.1090 3.2365 -0.4448  0.02
C -2.5268 1.7394 -0.4336  0.03
O -3.8734 1.2554 -2.2469  0.05
O -1.7497 1.0692 0.5022  0.02
H -2.7011 4.7341 1.0990  0.00
H -0.1136 4.4229 2.0314  0.00
H 0.6758 5.9609 0.3134  0.00
H -1.0623 6.3101 0.2787  0.00
H 0.5414 4.9853 -1.8281  0.00
H -1.2045 5.2678 -1.8850  0.00
H -0.3095 2.6818 -1.6296  0.00
H -2.8094 3.7699 -1.0868  0.00
N -0.2361 -0.4019 -4.1179  0.01
C -1.5450 -0.0548 -3.8796  0.05
C -2.5633 -0.1787 -4.7787  0.03
C -3.9057 0.2918 -4.5245  0.04
C -4.4196 0.9042 -3.4533  0.05
C -2.5470 1.1339 -1.8322  0.29
C -1.5083 0.5336 -2.5280  -0.01
N -0.1872 0.5294 -2.0898  0.06
C 0.5514 0.0236 -3.0581  0.12
C 1.9759 0.0390 -3.1524  0.04
C 2.7380 -0.4945 -4.1774  0.15
S 4.3963 -0.0651 -3.9758  0.06
C 3.9592 0.7894 -2.5257  -0.02
N 2.7164 0.7568 -2.2214  0.01
H 0.1024 -0.7512 -4.9925  0.00
H -2.3657 -0.6347 -5.7428  0.00
H -4.6192 0.1380 -5.3266  0.00
H -5.4639 1.1899 -3.4446  0.00
H -3.5670 1.7067 -0.1023  0.00
H 2.4296 -1.0923 -5.0215  0.01
H 4.7179 1.3079 -1.9473  0.00
S -1.7437 -0.4289 2.9571  0.00
C -0.4229 -1.1405 3.8650  0.00
C -0.4796 -1.2828 5.2557  0.00
C 0.5373 -1.9297 5.9443  0.00
C 1.6151 -2.4598 5.2503  0.00
C 1.6824 -2.3147 3.8678  0.00
C 0.6857 -1.6500 3.1631  0.00
As 0.6681 -1.2281 1.2238  0.01
C -0.4883 -2.6852 0.5794  0.00
C -0.6163 -2.8093 -0.8045  0.00
C -1.4924 -3.7299 -1.3637  0.00
C -2.2652 -4.5353 -0.5372  0.00
C -2.1522 -4.4124 0.8423  0.00
C -1.2700 -3.4937 1.3968  0.00
C 2.3967 -2.1452 0.9021  0.00
C 2.5488 -3.3885 0.3024  0.00
C 3.8105 -3.9576 0.1558  0.00
C 4.9383 -3.2872 0.6036  0.00
C 4.7987 -2.0415 1.2035  0.00
C 3.5410 -1.4771 1.3461  0.00
H -1.3354 -0.8744 5.7796  0.00
H 0.4866 -2.0201 7.0248  0.00
H 2.4004 -2.9933 5.7759  0.00
H 2.5241 -2.7446 3.3451  0.00
H -0.0328 -2.1580 -1.4494  0.00
H -1.5877 -3.8024 -2.4402  0.00
H -2.9604 -5.2466 -0.9671  0.00
H -2.7703 -5.0226 1.4911  0.00
H -1.1949 -3.4002 2.4715  0.00
H 1.6763 -3.9296 -0.0379  0.00
H 3.9089 -4.9328 -0.3084  0.00
H 5.9206 -3.7319 0.4870  0.00
H 5.6761 -1.5096 1.5556  0.00
H 3.4211 -0.5127 1.8275  0.00
O 1.8607 3.7315 3.1541  0.19
S 2.3485 2.3994 2.6833  0.26
N 1.2759 1.3738 2.3146  -0.04

Properties
- M (g mol⁻¹) = 832.64
- spin multiplicity = 3
- HOMO energy (alpha / beta) (eV) = 0.26 / -0.84
- charge = -2
- strongest force on any atom (Eh/bohr) = 0.05743
- energy (eV) = -172508.5835